98
Properties=species:S:1:pos:R:3:forces:R:3 method="wB97M-V/def2-TZVPD" homo_energy_ev="-6.986 / -6.986" s_squared=0.77 multiplicity=2 lumo_ev="0.28 / -1.36" homo_lumo_gap_ev="7.2628 / 5.6300"
Ir -0.432 -0.535 -0.233 -0.51 0.07 0.15
C 1.966 2.003 0.789 -0.09 0.01 0.04
Si 0.197 1.404 0.737 -0.02 0.26 -0.03
C -0.343 1.339 2.586 0.25 0.18 0.01
C -0.891 2.517 3.106 0.03 0.02 0.02
C -1.195 2.666 4.451 -0.01 -0.01 -0.02
C -0.973 1.620 5.333 0.02 0.00 0.01
C -0.467 0.428 4.847 -0.10 -0.04 0.03
C -0.140 0.287 3.498 -0.17 -0.10 -0.14
P 0.306 -1.359 2.912 0.24 0.20 0.25
C -1.093 -2.419 3.319 0.01 -0.03 -0.08
C -0.906 -3.800 3.377 0.01 -0.01 0.04
C -1.997 -4.645 3.495 0.01 0.01 0.01
C -3.280 -4.117 3.551 0.00 -0.01 0.00
C -3.472 -2.745 3.501 0.00 -0.01 0.01
C -2.382 -1.896 3.387 0.01 0.01 0.04
C 1.789 -1.996 3.702 -0.04 0.07 -0.06
C 2.310 -1.510 4.897 -0.01 0.03 0.05
C 3.494 -2.031 5.396 -0.01 -0.01 0.00
C 4.165 -3.025 4.701 -0.01 0.00 0.00
C 3.663 -3.494 3.497 0.00 -0.03 0.03
C 2.480 -2.980 2.995 0.00 -0.03 -0.04
C -0.791 2.743 -0.188 0.07 -0.16 -0.09
C -0.455 4.089 -0.046 0.04 0.08 -0.01
C -0.932 5.064 -0.911 -0.01 -0.03 0.00
C -1.739 4.695 -1.974 0.02 -0.03 0.01
C -2.103 3.364 -2.128 -0.03 0.06 -0.03
C -1.657 2.396 -1.231 -0.18 0.01 0.15
P -2.229 0.650 -1.608 0.78 -0.30 -0.69
C -3.902 1.029 -2.253 -0.21 0.19 0.29
C -4.291 0.628 -3.529 0.00 0.03 0.00
C -5.562 0.932 -3.995 -0.02 0.03 0.01
C -6.453 1.631 -3.193 -0.01 -0.02 -0.03
C -6.069 2.035 -1.923 0.02 0.00 0.02
C -4.796 1.740 -1.458 -0.02 -0.05 0.03
C -1.130 0.260 -3.083 -0.22 0.35 -0.96
C -0.164 0.932 -4.005 0.14 -0.27 -0.13
C 0.933 0.143 -4.778 -0.04 -0.06 0.09
C 0.804 -1.262 -5.304 0.05 -0.11 -0.08
C 0.192 -2.326 -4.809 0.23 0.23 0.49
C -0.862 -2.347 -3.774 -0.95 -0.04 -1.17
H 2.012 2.948 1.337 -0.01 0.00 0.01
H 2.371 2.169 -0.209 0.02 0.00 -0.01
H 2.603 1.288 1.311 0.01 -0.06 -0.01
H -1.100 3.343 2.437 0.02 0.01 0.00
H -1.616 3.597 4.808 0.00 0.01 0.00
H -1.211 1.722 6.383 -0.01 0.00 0.00
H -0.366 -0.416 5.520 0.01 -0.01 0.00
H 0.094 -4.215 3.337 0.00 0.00 -0.02
H -1.846 -5.715 3.545 0.00 -0.01 -0.01
H -4.132 -4.779 3.636 0.00 0.00 0.00
H -4.472 -2.332 3.544 0.00 0.00 0.01
H -2.535 -0.825 3.351 -0.01 0.00 -0.03
H 1.823 -0.704 5.428 -0.02 -0.01 0.01
H 3.902 -1.642 6.319 0.00 0.00 0.00
H 5.100 -3.413 5.083 0.00 0.00 0.00
H 4.210 -4.230 2.924 0.01 0.02 -0.01
H 2.126 -3.299 2.022 -0.02 -0.01 0.01
H 0.223 4.389 0.746 0.02 0.00 -0.01
H -0.654 6.101 -0.769 0.01 0.00 0.00
H -2.093 5.435 -2.680 -0.01 0.00 0.00
H -2.746 3.093 -2.956 -0.02 0.00 0.02
H -3.618 0.082 -4.178 0.03 0.02 0.00
H -5.853 0.623 -4.991 0.00 -0.01 0.00
H -7.445 1.860 -3.558 0.00 0.01 0.00
H -6.757 2.585 -1.295 0.00 0.00 0.00
H -4.491 2.070 -0.472 0.00 -0.01 0.00
H -0.299 1.967 -4.307 -0.11 -0.04 -0.06
H 1.225 0.762 -5.627 0.03 0.09 0.08
H 1.489 -1.436 -6.127 0.01 -0.03 0.01
H 0.410 -3.293 -5.244 -0.03 0.00 -0.03
H -1.114 -3.306 -3.343 0.28 -0.03 0.19
O 3.052 -2.144 -3.055 -0.14 -0.13 0.11
As 2.361 -0.713 -2.394 0.11 -0.21 -0.10
O 2.100 0.129 -3.935 -0.05 0.15 -0.07
O 1.106 -1.245 -1.415 0.21 0.06 -0.02
C 3.773 0.416 -1.745 -0.02 -0.17 0.09
C 4.306 1.364 -2.613 -0.12 0.15 0.08
C 5.443 2.063 -2.234 -0.03 0.03 -0.06
C 6.048 1.799 -1.015 0.03 0.02 0.04
C 5.524 0.833 -0.168 -0.12 0.07 0.08
C 4.385 0.133 -0.527 0.15 -0.14 -0.17
S 3.831 -1.270 0.549 -0.11 0.28 0.02
O 3.823 -2.337 -0.520 -0.08 -0.14 -0.12
O 4.975 -1.383 1.479 0.13 -0.08 0.03
O 0.595 -1.374 1.429 -0.20 -0.10 -0.18
H 3.398 -2.605 -2.253 0.14 0.05 0.02
H 3.843 1.555 -3.569 0.01 -0.01 0.01
H 5.861 2.803 -2.904 0.00 0.00 0.00
H 6.943 2.337 -0.732 0.01 0.00 0.01
H 5.990 0.576 0.775 0.03 -0.01 -0.01
Cl -2.072 -2.620 -0.867 0.03 0.12 -0.26
C -2.498 -1.303 -2.011 0.10 -0.52 -0.03
Cl -2.581 0.149 0.655 -0.17 -0.11 0.52
C -1.574 -1.190 -3.227 0.83 -0.07 1.67
O -2.075 -1.747 -4.392 -0.24 0.12 -0.30
O 0.142 0.752 -2.657 0.03 0.01 0.31
H -3.529 -1.515 -2.287 0.00 0.16 -0.06